The following is a DFT calculation (ωB97M-V/def2-TZVPD) of a 10-piece molecular cluster, C22H27Cl37N3O overall.

```
90
Properties=species:S:1:pos:R:3:forces:R:3:lowdin_charge:R:1
C 8.746 -1.365 2.145 0.03 0.24 0.12 -0.1106
C 7.630 -0.396 2.538 0.28 -0.24 0.09 -0.2886
C 6.984 0.303 1.356 -0.36 -0.17 0.10 -0.6213
Cl 6.320 -0.950 0.231 0.08 0.08 -0.12 0.6844
C 5.794 1.225 1.696 0.09 0.00 -0.10 -0.2997
C 6.026 2.045 2.991 -0.31 -0.21 0.06 -0.0814
N 5.498 3.448 3.011 0.37 0.12 -0.06 0.0837
C 5.371 3.967 1.745 -0.36 0.10 0.00 -0.3075
N 5.957 5.069 1.426 0.01 -0.23 0.12 0.3316
N 4.669 3.279 0.748 0.00 -0.06 -0.11 -0.0282
O 3.489 2.842 1.419 0.15 -0.08 0.04 -0.1023
C 2.494 2.377 0.466 -0.21 0.12 0.06 -0.1082
C 2.044 0.965 0.852 0.11 -0.33 -0.19 -0.3133
C 2.454 -0.105 -0.189 0.05 0.51 0.08 -0.0570
C 0.541 0.878 1.178 -0.11 -0.06 0.10 -0.4079
C 0.239 1.411 2.581 -0.06 -0.29 -0.18 -0.0602
C -0.358 1.540 0.134 -0.08 -0.02 0.21 -0.0801
C 5.494 2.086 0.454 0.38 -0.17 -0.11 -0.1216
H 9.477 -0.864 1.507 -0.04 -0.06 -0.08 0.0818
H 8.363 -2.242 1.631 0.03 -0.01 -0.03 0.0574
H 9.280 -1.680 3.041 -0.05 -0.12 -0.02 0.0790
H 6.870 -0.925 3.120 -0.07 0.05 -0.05 0.1236
H 8.081 0.347 3.201 -0.12 0.10 -0.04 0.1047
H 7.728 0.839 0.764 0.10 0.01 0.11 0.1109
H 4.948 0.556 1.849 -0.09 0.15 0.14 0.1135
H 5.528 1.538 3.815 0.12 -0.05 0.02 0.1380
H 7.079 2.099 3.253 0.05 0.17 -0.15 0.1125
H 4.631 3.523 3.529 -0.04 0.03 0.02 0.1514
H 6.558 5.501 2.115 0.03 0.13 -0.03 0.1626
H 5.861 5.467 0.496 -0.03 0.04 -0.05 0.0742
H 1.683 3.103 0.499 0.01 0.00 0.07 0.1171
H 2.913 2.411 -0.538 0.08 0.03 0.03 0.1270
H 2.580 0.730 1.777 -0.04 0.08 0.05 0.1071
H 3.209 0.277 -0.881 0.04 -0.08 -0.01 0.0652
H 1.598 -0.407 -0.790 0.03 -0.08 0.00 0.0241
H 2.881 -0.977 0.303 -0.16 -0.14 -0.07 0.0575
H 0.296 -0.190 1.182 0.03 -0.01 -0.01 0.0984
H 0.690 2.392 2.747 -0.07 0.06 0.03 0.0808
H -0.839 1.479 2.729 0.02 0.16 0.03 0.0842
H 0.612 0.711 3.331 0.15 0.12 0.06 0.0559
H -0.150 1.199 -0.880 0.07 0.08 -0.04 0.0659
H -1.398 1.293 0.354 -0.01 -0.03 -0.06 0.0617
H -0.294 2.629 0.180 0.04 0.00 -0.11 0.0776
H 4.982 1.505 -0.310 -0.05 0.00 0.05 0.1028
H 6.421 2.443 -0.006 -0.01 0.10 0.05 0.1038
C -0.595 -2.592 -1.830 0.08 0.04 0.06 -2.0240
Cl 0.703 -2.097 -2.925 -0.05 -0.03 -0.09 0.5482
Cl -1.426 -4.001 -2.475 0.01 -0.01 -0.02 0.5585
Cl 0.106 -2.983 -0.255 -0.06 -0.08 0.02 0.5104
Cl -1.742 -1.259 -1.641 0.18 -0.22 -0.02 0.5047
C 1.063 -3.157 3.602 -0.06 -0.04 0.01 -2.0409
Cl 1.263 -3.681 5.270 0.01 0.00 0.00 0.5510
Cl 1.202 -4.539 2.520 0.04 -0.04 0.02 0.5098
Cl -0.521 -2.405 3.399 0.00 0.02 -0.01 0.5397
Cl 2.328 -1.975 3.199 0.02 0.04 -0.01 0.5288
C -1.669 -7.463 2.502 -0.01 -0.01 -0.03 -2.0525
Cl -1.757 -6.354 1.126 0.00 0.05 -0.02 0.5022
Cl -3.020 -8.593 2.424 0.11 -0.07 0.00 0.5213
Cl -0.144 -8.354 2.439 0.02 0.01 -0.01 0.5282
Cl -1.743 -6.542 4.006 -0.01 0.04 0.02 0.5003
C 7.682 5.734 -2.129 0.03 -0.03 -0.06 -2.0521
Cl 6.690 4.269 -2.247 -0.02 -0.01 -0.01 0.5404
Cl 9.064 5.420 -1.075 -0.01 -0.01 0.03 0.5323
Cl 8.226 6.216 -3.720 0.00 0.00 0.03 0.5830
Cl 6.693 7.028 -1.418 -0.05 0.04 0.05 0.5383
C -5.460 1.681 -1.322 -0.01 0.02 -0.01 -2.0372
Cl -5.502 2.875 -2.619 0.02 0.00 0.07 0.5237
Cl -6.853 0.609 -1.423 0.00 0.05 0.18 0.5179
Cl -3.977 0.717 -1.472 -0.18 0.17 0.01 0.4671
Cl -5.463 2.507 0.239 0.02 0.00 0.02 0.5339
C -7.325 0.280 -5.430 0.00 -0.02 -0.09 -2.0333
Cl -8.371 -1.125 -5.641 0.04 0.02 -0.07 0.5163
Cl -5.834 -0.224 -4.621 0.01 0.01 -0.07 0.5040
Cl -6.926 0.960 -7.011 0.01 0.00 -0.02 0.5339
Cl -8.157 1.506 -4.469 -0.06 -0.04 -0.13 0.4903
C -12.226 -0.615 -4.264 0.03 0.03 -0.06 -2.0482
Cl -10.805 -0.703 -3.220 -0.08 -0.03 0.21 0.4964
Cl -12.207 -1.983 -5.382 -0.01 -0.01 -0.02 0.5106
Cl -13.696 -0.672 -3.290 0.02 0.00 0.00 0.5389
Cl -12.174 0.895 -5.176 -0.05 0.02 0.08 0.5030
C -5.797 -6.606 5.312 -0.03 -0.01 0.00 -2.0589
Cl -7.449 -7.139 5.629 0.00 0.02 0.00 0.5328
Cl -5.525 -6.535 3.569 -0.08 0.06 0.02 0.4995
Cl -5.549 -5.000 6.008 0.01 0.01 0.01 0.5187
Cl -4.664 -7.745 6.044 0.02 -0.02 0.00 0.5133
C -13.578 0.492 -8.946 -0.02 0.00 0.04 -2.0610
Cl -13.780 0.422 -10.697 0.00 0.00 0.00 0.5306
Cl -11.905 0.119 -8.524 0.08 -0.03 -0.14 0.4947
Cl -13.976 2.116 -8.371 0.00 0.02 0.00 0.5164
Cl -14.650 -0.681 -8.176 -0.01 0.00 0.01 0.5186
```
Forces are in eV/Å.

Values from the calculation:
E_tot in hartree: -18120.69509
Total charge: +1